Record 1
# C5H10NO

An isolated ion of composition C5H10NO and charge -1 (ωB97M-V/def2-TZVPD, the OMol25 dataset).

The geometry in XYZ format:
```
17
Properties=species:S:1:pos:R:3:nbo_charge:R:1
N 0.82197 2.52019 -1.38390 -0.842
C 0.32495 1.91293 -0.18111 -0.049
C -0.51864 0.89254 -0.10115 -0.222
C -0.64215 0.02766 1.12152 -0.428
C 0.11810 -1.28012 0.91580 -0.431
C -0.27698 -2.07292 -0.37573 0.016
O 0.13777 -3.32836 -0.42406 -0.942
H 0.44513 2.00568 -2.17295 0.356
H 1.82549 2.38291 -1.36497 0.356
H 0.82466 2.31398 0.69722 0.164
H -1.12829 0.65232 -0.96880 0.194
H -1.68618 -0.17738 1.35635 0.192
H -0.20392 0.58747 1.95419 0.182
H 1.19518 -1.09159 0.83097 0.172
H 0.03416 -1.98301 1.75350 0.192
H -1.40241 -1.93848 -0.45393 0.037
H 0.13116 -1.42383 -1.20292 0.053
```

SMILES string = N/C=C/CCC[O-]
Kohn-Sham gap = 6.02 eV
total charge = -1
ΔE to the lowest compared entry with this formula, charge and spin = 65.8 kJ/mol

Record 2
# C19H55BeNO19S6

C19H55BeNO19S6 as an isolated structure (ωB97M-V/def2-TZVPD, the OMol25 dataset).

The geometry in XYZ format:
```
101
Properties=species:S:1:pos:R:3:lowdin_charge:R:1
Be 3.16932 -1.24297 0.06732 1.147
N 2.97025 1.31178 -3.49091 0.307
H 2.86866 2.26830 -3.15155 0.132
H 3.92952 1.01416 -3.63578 0.150
H 2.41106 1.30516 -4.34381 0.147
H 2.48866 0.73746 -2.78617 0.065
C 0.13967 0.14095 -1.09444 -0.235
O 1.51642 0.27892 -1.15896 -0.344
H -0.04293 -0.37742 -0.14351 0.061
H -0.40196 1.09175 -1.04335 0.083
H -0.21015 -0.50337 -1.90895 0.061
O -4.18189 2.44082 3.14845 -0.270
S -2.87740 3.00468 2.95279 0.671
O -2.68599 4.39833 2.56618 -0.277
O -2.05484 2.76554 4.35714 -0.245
C -1.97561 1.47718 4.95861 -0.304
C -2.77330 1.39061 6.22924 -0.051
C -1.88794 1.97215 1.76933 -0.107
H -0.94213 1.19410 5.16632 0.100
H -2.31448 0.72156 4.24240 0.090
H -2.77283 0.33357 6.49836 0.082
H -3.79690 1.72507 6.05820 0.088
H -2.40003 2.02307 7.03366 0.087
H -2.41207 1.95648 0.81332 0.059
H -1.67368 0.99148 2.18713 0.041
H -0.94559 2.43865 1.48242 0.050
O -3.03824 -2.02837 -3.48926 -0.313
S -3.28939 -1.23783 -4.67625 0.627
O -4.19523 -1.70907 -5.69043 -0.250
O -3.80178 0.24298 -4.23588 -0.243
C -3.27990 0.84233 -3.04310 -0.264
C -2.76781 2.24852 -3.35463 -0.065
C -1.69722 -0.90895 -5.46834 -0.112
H -2.48702 0.24709 -2.59248 0.086
H -4.13296 0.99577 -2.38294 0.128
H -2.77073 2.93887 -2.51100 0.077
H -3.35918 2.70435 -4.14839 0.089
H -1.73055 2.23867 -3.70164 0.060
H -1.10439 -0.19320 -4.89498 0.045
H -1.84725 -0.41646 -6.42729 0.079
H -1.08996 -1.80763 -5.54201 0.053
O 4.48333 2.45834 -1.34883 -0.284
S 4.14268 2.24819 0.03935 0.686
O 4.17576 0.88593 0.58429 -0.359
O 5.22292 3.15863 0.87152 -0.232
C 6.56212 2.68395 0.87515 -0.287
C 7.54224 3.83098 0.93146 -0.056
C 2.60877 3.13124 0.54998 -0.036
H 6.84266 2.07778 0.00993 0.120
H 6.72092 2.05601 1.75408 0.125
H 7.40873 4.61608 0.18469 0.090
H 8.56697 3.52969 0.71073 0.093
H 7.52027 4.30954 1.91022 0.088
H 2.90090 4.16717 0.37881 0.086
H 2.46950 2.92160 1.60664 0.064
H 1.86647 2.81924 -0.17989 0.064
O 1.81604 -0.31163 1.92993 -0.382
S 1.54871 0.28708 3.25763 0.661
O 1.08959 1.63138 3.31715 -0.235
O 0.52500 -0.66097 4.13661 -0.229
C 0.02341 -1.85104 3.55232 -0.282
C -1.14704 -2.39185 4.32923 -0.039
C 3.05730 0.08685 4.25323 -0.064
H 0.84237 -2.57221 3.45532 0.122
H -0.29190 -1.79807 2.50611 0.089
H -1.83071 -1.65700 4.76102 0.076
H -0.82036 -2.89311 5.24325 0.092
H -1.80295 -3.06641 3.78242 0.085
H 3.80260 0.75267 3.82379 0.073
H 3.35465 -0.94859 4.10474 0.075
H 2.69561 0.33716 5.24755 0.087
O 2.69078 -2.23905 -2.10260 -0.359
S 1.92281 -2.39578 -3.32348 0.661
O 1.49319 -1.24781 -4.08669 -0.291
O 2.83596 -3.36723 -4.27880 -0.264
C 2.47319 -3.48738 -5.66955 -0.236
C 3.39148 -2.56066 -6.46617 -0.052
C 0.62091 -3.66610 -2.97491 -0.047
H 1.44519 -3.15183 -5.81124 0.108
H 2.62287 -4.52939 -5.94363 0.137
H 3.13865 -2.52462 -7.52692 0.093
H 4.43974 -2.84504 -6.40804 0.090
H 3.17086 -1.55964 -6.09357 0.059
H -0.01878 -3.34674 -2.15294 0.068
H 1.27496 -4.47831 -2.66504 0.077
H -0.01974 -3.91555 -3.81741 0.085
O -5.87711 -2.79835 3.27759 -0.250
S -5.20134 -1.54371 3.33854 0.635
O -4.84357 -0.90901 4.58294 -0.282
O -3.85105 -1.56998 2.38216 -0.301
C -3.83705 -2.51170 1.32267 -0.251
C -2.54686 -2.08957 0.56280 -0.059
C -6.06357 -0.22425 2.46158 -0.098
H -4.68180 -2.20413 0.69943 0.115
H -3.77629 -3.58116 1.50829 0.130
H -2.17781 -1.06730 0.52402 0.053
H -2.45834 -2.48331 -0.45264 0.070
H -1.83098 -2.69159 1.13406 0.056
H -5.66880 0.74128 2.76775 0.039
H -7.14032 -0.16909 2.62323 0.082
H -5.97596 -0.43665 1.39529 0.061
```

Kohn-Sham gap = 4.52 eV
total charge = +2
ΔE to the lowest compared entry with this formula, charge and spin = 0.0 kJ/mol

Record 3
# C4H4N2O2

An isolated molecule of C4H4N2O2 (ωB97M-V/def2-TZVPD, the OMol25 dataset).

The geometry in XYZ format:
```
12
Properties=species:S:1:pos:R:3:nbo_charge:R:1
O -2.65550 -1.15212 -0.02544 -0.602
C -1.62120 -0.52353 -0.08057 0.733
N -1.54665 0.90446 0.01383 -0.487
C -0.40499 1.54734 -0.00077 0.108
C 0.83528 0.97901 -0.06555 -0.417
C 0.86554 -0.43842 -0.07092 0.567
O 1.94521 -1.19116 -0.08455 -0.650
N -0.37962 -1.00912 0.01420 -0.599
H -0.57896 2.44181 -0.06015 0.175
H 1.71261 1.61311 -0.15293 0.234
H 2.45758 -1.05370 0.63273 0.498
H -0.62930 -2.11770 -0.11988 0.440
```

SMILES string = O=c1nccc(O)[nH]1
Kohn-Sham gap = 9.29 eV
ΔE to the lowest compared entry with this formula, charge and spin = 249.6 kJ/mol

Record 4
# C4H3BiLi2O2

C4H3BiLi2O2 as an isolated structure (ωB97M-V/def2-TZVPD, the OMol25 dataset).

The geometry in XYZ format:
```
12
Properties=species:S:1:pos:R:3:nbo_charge:R:1
C 0.21433 0.85046 -1.46696 0.303
O 1.18963 1.64159 -1.71281 -0.876
Bi 0.38977 -2.10875 0.07219 0.742
Li 2.47284 2.51390 -0.89572 0.972
H 0.72325 0.30214 0.44065 -0.009
C -0.14433 0.29661 -0.25376 -0.528
C -1.47268 -0.24320 0.14425 -0.131
C -1.50847 -1.14439 1.17399 0.130
O -1.21835 -2.51328 1.02525 -0.801
Li 1.76790 0.50355 1.48463 0.803
H -0.61961 0.77081 -2.21053 0.179
H -1.79428 -0.86944 2.19882 0.216
```

Kohn-Sham gap (alpha / beta) = 4.43 / 4.35 eV
total charge = +1
multiplicity = 2
expectation value of S² = 0.79

Record 5
# C9H24KNb

C9H24KNb as an isolated structure (ωB97M-V/def2-TZVPD, the OMol25 dataset).

The geometry in XYZ format:
```
35
Properties=species:S:1:pos:R:3:lowdin_charge:R:1
C 3.13269 -2.07787 1.18347 -0.125
C 2.52764 -1.42460 -0.09842 -0.262
C 1.87319 -0.06751 0.35285 -0.291
C 1.29476 0.73930 -0.85778 -0.529
C 1.52627 2.31787 -0.66006 -0.320
Nb -0.84423 0.22801 -1.46588 1.211
C -1.63768 -0.08194 0.64065 -0.530
C -1.33909 1.20811 1.51107 -0.182
C -3.18608 -0.31453 0.75168 -0.350
C -3.69875 -1.59693 0.03002 -0.165
H 2.37264 -2.17268 1.98406 0.072
H 3.52814 -3.08306 0.95657 0.066
H 3.92791 -1.41045 1.57055 0.069
H 3.37502 -1.12132 -0.74777 0.101
H 1.78900 -2.05225 -0.61898 0.078
H 1.17850 -0.19453 1.19869 0.082
H 2.73257 0.53222 0.75256 0.104
H 1.93714 0.46915 -1.74033 0.049
H 2.61169 2.50662 -1.03402 -0.105
H 0.79385 2.90681 -1.29726 0.006
H 1.51604 2.58272 0.40843 0.074
H -1.22230 2.03051 -1.44519 -0.130
H -0.38632 0.43730 -3.24187 -0.183
H -0.43490 -1.53632 -1.66485 -0.137
H -2.55526 -0.05696 -2.06141 -0.134
H -1.06484 -0.94129 1.07094 0.073
H -2.01041 1.99832 1.13314 0.055
H -0.27459 1.50163 1.46373 0.026
H -1.54062 1.00255 2.58696 0.070
H -3.72353 0.60439 0.44802 0.090
H -3.42020 -0.44101 1.83755 0.093
H -3.03992 -1.95752 -0.77727 0.017
H -3.84808 -2.45415 0.71791 0.062
H -4.67770 -1.34788 -0.42929 0.065
K 2.78745 3.26727 -2.45846 0.984
```

Kohn-Sham gap = 5.58 eV

Record 6
# H12O8V

H12O8V as an isolated structure (ωB97M-V/def2-TZVPD, the OMol25 dataset).

The geometry in XYZ format:
```
21
Properties=species:S:1:pos:R:3:lowdin_charge:R:1
O -1.61945 1.09204 -1.53729 -0.288
V -0.44102 0.55285 -0.54826 0.742
O -0.96827 -0.78516 0.16654 -0.327
O 0.73973 0.40053 0.64319 -0.132
H 1.55175 -0.04598 0.40344 0.157
H 1.02577 1.17587 1.12616 0.150
O 0.39679 2.06274 -0.83670 -0.063
H 0.75660 2.93020 -0.65149 0.159
H 0.05113 2.13132 -1.72667 0.110
O 0.00454 -2.70436 -0.62543 -0.043
H 0.22442 -3.59496 -0.35209 0.070
H -0.12889 -2.22789 0.19397 -0.023
O 0.42353 -0.34746 -1.69194 -0.027
H 0.49692 -0.39217 -2.64527 0.168
H 0.99590 -1.04578 -1.37418 0.114
O 0.38584 -1.57851 2.15094 -0.048
H -0.01001 -0.90777 1.59449 -0.037
H -0.35755 -2.01196 2.57013 0.065
O -1.00162 1.53446 0.78449 -0.056
H -0.67447 2.35616 1.15060 0.147
H -1.85164 1.40580 1.20537 0.163
```

Kohn-Sham gap = 9.16 eV
total charge = +1
ΔE to the lowest compared entry with this formula, charge and spin = 822.2 kJ/mol

Record 7
# C19H22MnPS7Si

C19H22MnPS7Si as an isolated structure (ωB97M-V/def2-TZVPD, the OMol25 dataset).

The geometry in XYZ format:
```
51
Properties=species:S:1:pos:R:3:nbo_charge:R:1
Mn 0.00000 0.00000 0.00000 0.547
S 5.16000 0.03820 5.16010 -0.132
C 3.97270 0.02670 3.97280 -0.535
S 2.25870 0.02010 4.33320 0.469
C 1.71970 0.00950 2.67180 -0.448
C 2.67180 0.00950 1.71970 -0.411
S 2.36680 0.00000 0.02600 -0.055
S 4.33320 0.02010 2.25870 0.472
S 0.02600 0.00000 2.36680 0.047
S -4.58800 -0.97810 -1.86290 -0.650
P -4.34730 -0.03460 -0.13090 1.214
S -2.36150 0.00000 0.00000 -0.655
C -5.15650 -0.93380 1.26270 -0.389
C -4.61970 -2.16430 1.67980 -0.170
C -5.20200 -2.88620 2.72270 -0.216
C -6.33510 -2.39060 3.36290 -0.208
C -6.88810 -1.17820 2.95520 -0.240
C -6.30670 -0.45640 1.90880 -0.139
C -5.08610 1.64990 -0.06620 -0.409
C -4.62070 2.58670 0.87110 -0.190
C -5.19050 3.85850 0.94910 -0.224
C -6.23300 4.20910 0.09300 -0.207
C -6.70500 3.28980 -0.84270 -0.244
C -6.13570 2.01740 -0.92180 -0.120
H -3.74000 -2.55980 1.17290 0.240
H -4.76870 -3.83470 3.02550 0.212
H -6.78970 -2.95220 4.17310 0.206
H -7.77670 -0.79260 3.44650 0.207
H -6.76560 0.47830 1.60170 0.212
H -3.80210 2.31860 1.53620 0.237
H -4.81190 4.57430 1.67290 0.216
H -6.67120 5.20110 0.14810 0.207
H -7.51050 3.56090 -1.51890 0.209
H -6.50650 1.30810 -1.65880 0.234
C -1.53150 4.56110 0.93880 -1.112
Si 0.00000 3.94470 0.05390 1.638
C 0.00030 4.60330 -1.70630 -1.100
C 1.53130 4.56100 0.93890 -1.107
C 0.00000 2.10990 0.00000 -1.041
H -1.55230 5.65450 0.95630 0.225
H -1.55490 4.20320 1.97270 0.239
H -2.43830 4.21190 0.43530 0.244
H 0.00000 5.69730 -1.70860 0.226
H -0.88640 4.25980 -2.24790 0.240
H 0.88690 4.26010 -2.24770 0.235
H 1.55220 5.65490 0.95610 0.226
H 2.43800 4.21200 0.43550 0.238
H 1.55450 4.20350 1.97260 0.242
H 0.90590 1.59100 -0.37490 0.214
H -0.90590 1.59090 -0.37490 0.221
H 0.00000 -1.72870 0.00000 -0.114
```

Kohn-Sham gap (alpha / beta) = 5.67 / 5.08 eV
total charge = -1
multiplicity = 4
expectation value of S² = 3.98

Record 8
# C2F6NO4S2Sn

C2F6NO4S2Sn as an isolated structure (ωB97M-V/def2-TZVPD, the OMol25 dataset).

The geometry in XYZ format:
```
16
Properties=species:S:1:pos:R:3:lowdin_charge:R:1
Sn 1.72457 0.54348 1.95680 1.583
C -2.03253 -0.61100 1.02138 -0.625
F -3.20184 -0.44928 0.36100 0.177
F -2.28749 -0.67417 2.30875 0.172
F -1.42431 -1.72876 0.68650 0.181
S -0.99568 1.00350 0.84381 0.701
O -1.71203 1.82012 -0.15602 -0.181
O -0.98058 1.49427 2.18535 -0.296
N 0.61575 0.44185 0.53044 -0.660
S 0.63414 0.46267 -0.97114 0.542
O -0.51357 -0.21439 -1.58569 -0.227
O 0.95168 1.77347 -1.47342 -0.201
C 2.06057 -0.77251 -1.37244 -0.606
F 3.10373 -0.52252 -0.54065 0.073
F 1.63573 -2.02613 -1.17123 0.168
F 2.42191 -0.54057 -2.62346 0.198
```

Kohn-Sham gap = 8.58 eV
total charge = +1
ΔE to the lowest compared entry with this formula, charge and spin = 154.8 kJ/mol